(1)
Here is an isolated ion of composition C4H6Cl2N3 and charge +1 at a distorted geometry from OMol25. Energies are from ωB97M-V/def2-TZVPD.

* energy relative to the best compared isomer or geometry (same formula, charge and spin): 73.1 kcal per mole
* net charge: +1
* E_HOMO (alpha / beta): -12.22 / -12.22 eV
* Kohn-Sham gap (alpha / beta): 7.746 / 7.753 eV

Element x y z (Å)
C  1.0119  0.2162  -1.2499
C  -0.5260  -0.7644  1.1070
C  -0.7822  -1.2398  -0.2453
C  0.2366  1.4882  0.6515
N  -0.6599  -1.1777  2.2314
N  0.0953  -0.7435  -1.2768
N  1.1684  1.1483  -0.3419
Cl  -2.5068  -0.7765  -0.6387
Cl  -1.2149  2.2553  0.0644
H  1.7235  0.1957  -2.0691
H  -0.7554  -2.3400  -0.2888
H  0.6646  1.9603  1.5235
H  -0.4677  -0.6896  3.0943
H  -0.0051  -1.2422  -2.1548
H  2.0177  1.7099  -0.4067

Forces on the atoms, in the same order (eV/Å):
C 0.03 -0.08 0.05
C 1.46 3.22 0.71
C -1.47 -0.35 -0.66
C -1.80 -3.06 0.85
N -0.23 -0.70 -0.45
N 0.26 0.25 -0.03
N 0.75 0.14 -0.58
Cl 0.57 -0.39 0.07
Cl 0.35 0.33 -0.01
H -0.08 0.10 0.03
H 0.08 0.38 0.15
H 0.02 0.01 -0.05
H 0.06 0.21 -0.03
H 0.20 0.05 0.17
H -0.19 -0.12 -0.21


(2)
Here is one molecule with the formula C4H6Cl2S2 at a distorted geometry from OMol25. Energies are from ωB97M-V/def2-TZVPD.

* energy relative to the best compared isomer or geometry (same formula, charge and spin): 61.8 kcal per mole
* net charge: 0
* SMILES: CSC(=S)[C@H](Cl)CCl
* E_HOMO: -9.01 eV
* Kohn-Sham gap: 8.118 eV

Element x y z (Å)
C  -2.9967  1.2487  0.8722
C  -0.5676  0.4645  0.0107
C  0.2761  -0.6198  0.1849
C  0.9877  -0.5435  -1.1964
H  -3.1215  1.9684  0.0009
H  -4.0256  0.9165  1.2127
H  -2.6468  1.7876  1.9245
H  -0.3419  -1.4546  0.3202
H  0.0335  -0.9215  -1.8713
H  1.3054  0.6740  -1.2445
S  -2.0947  -0.1602  0.6370
S  -0.4508  2.0005  -0.5074
Cl  1.2378  -0.6690  1.5300
Cl  2.4874  -1.4318  -1.6267

Forces on the atoms, in the same order (eV/Å):
C -2.65 3.22 3.06
C -5.15 3.79 1.54
C 3.37 -2.27 -3.51
C -0.72 1.53 -1.41
H 0.42 -0.97 1.24
H 0.91 0.22 -0.73
H -0.47 -0.86 -3.01
H -0.59 -1.71 -0.53
H 2.91 1.37 0.85
H -1.02 -3.69 -0.52
S 0.89 -0.82 -0.57
S 0.58 -0.23 0.20
Cl 2.34 0.54 2.82
Cl -0.81 -0.12 0.56


(3)
Here is an isolated ion of composition C4H6ClFN3 and charge +1 at a distorted geometry from OMol25. Energies are from ωB97M-V/def2-TZVPD.

* energy relative to the best compared isomer or geometry (same formula, charge and spin): 52.0 kcal per mole
* net charge: +1
* SMILES: [H]/N=C(\N)CC=[N+]=C(F)Cl
* E_HOMO: -13.66 eV
* Kohn-Sham gap: 7.942 eV

Element x y z (Å)
C  -1.8294  -0.1140  1.0119
C  0.0401  0.5237  -0.4886
C  -0.3648  0.3132  0.9698
C  -2.8939  1.7561  0.0312
N  -2.7940  0.5867  0.5469
N  -0.5729  1.4441  -1.1449
N  1.1684  -0.1331  -0.8984
F  -2.6356  2.8115  0.8113
Cl  -3.7831  2.0814  -1.3268
H  -1.9004  -1.0141  1.4590
H  -0.1666  1.2081  1.5195
H  0.1827  -0.5322  1.4047
H  -0.6325  1.3678  -2.2080
H  1.5570  -0.9064  -0.2723
H  1.5843  0.0503  -1.7850

Forces on the atoms, in the same order (eV/Å):
C 1.39 4.31 -1.28
C 1.59 1.14 -1.02
C -0.55 -1.64 -1.13
C 0.44 2.01 0.90
N 0.72 -1.85 0.60
N -1.75 -0.96 -1.01
N -0.61 -1.84 2.55
F -0.30 -1.41 -1.14
Cl 0.17 0.05 -0.11
H -1.56 -2.94 1.47
H -0.08 0.69 0.38
H 0.08 0.44 -0.01
H 0.93 0.31 1.91
H -0.65 1.69 -1.67
H 0.17 0.01 -0.42


- net charge of number 2 (C4H6Cl2S2)?
  0